# 1
This record from OMol25 describes one molecule with the formula C3H4N2O in a non-equilibrium geometry. The level of theory is wB97M-V/def2-TZVPD.

Calculated values
ΔE to the lowest compared entry with this formula, charge and spin   40.0 kcal per mole
LUMO   0.0382 Ha
Orbital gap   10.072 eV
SMILES string   Oc1cc[nH]n1

Structure (XYZ):
```
10
C3H4N2O, DFT wB97M-V/def2-TZVPD
O 2.16686 0.15894 -0.54990
C 0.86046 -0.01262 -0.32574
N 0.29803 -1.17577 -0.49588
N -1.03997 -0.95928 -0.28231
C -1.23879 0.39158 -0.11410
C -0.04744 1.02909 0.00618
H 2.45635 -0.71530 -0.84610
H -1.42002 -1.60825 0.41168
H -2.16289 0.79380 -0.47016
H 0.12896 2.08897 0.08884
```

# 2
This record from OMol25 describes one molecule with the formula C3H4N2O in a non-equilibrium geometry. The level of theory is wB97M-V/def2-TZVPD.

Calculated values
ΔE to the lowest compared entry with this formula, charge and spin   98.4 kcal per mole
LUMO   0.0275 Ha
Orbital gap   9.345 eV
SMILES string   Oc1cc[nH]n1

Structure (XYZ):
```
10
C3H4N2O, DFT wB97M-V/def2-TZVPD
O 2.16064 0.36251 0.11614
C 0.84523 0.14011 0.05486
N 0.32677 -1.08220 -0.11251
N -0.98270 -0.83100 0.07709
C -1.28049 0.45128 0.26367
C -0.08288 1.23427 0.18135
H 2.61485 -0.44803 -0.13950
H -1.62525 -1.60236 -0.01945
H -2.29398 0.71582 0.55841
H 0.31781 1.05960 -0.98008
```

- LUMO of number 1 (C3H4N2O)?
  0.0382 Ha

- Look up the orbital gap of the first one.
  10.072 eV